Record 1
{
  "formula": "C6H13NO",
  "method": "ωB97M-V/def2-TZVPD",
  "lumo_ev": 1.0,
  "homo_lumo_gap_ev": 9.41,
  "de_lowest_ev": 2.033,
  "e_tot_ha": -366.3592,
  "smiles": "C=C(CCCO)NC",
  "e_homo_ev": -8.41,
  "symbols": ["C", "O", "C", "C", "C", "C", "C", "N", "H", "H", "H", "H", "H", "H", "H", "H", "H", "H", "H", "H", "H"],
  "coordinates": [[0.7313, -2.5518, 0.2245], [2.0508, -2.8627, 0.6427], [0.5301, -1.1019, -0.1609], [-0.7681, -0.4702, 0.3796], [-0.9898, 0.8913, -0.2206], [-1.4813, 1.0948, -1.4329], [0.0538, 3.1470, -0.0705], [-0.5306, 1.9842, 0.5703], [0.4130, -3.2225, -0.5816], [0.1122, -2.8199, 1.0858], [2.6821, -2.5912, -0.0274], [1.3652, -0.4620, 0.1227], [0.5007, -0.9706, -1.2343], [-0.6661, -0.3050, 1.4537], [-1.6133, -1.0959, 0.1502], [-1.6657, 2.0422, -1.9033], [-1.6994, 0.2375, -2.0624], [0.8476, 3.5803, 0.5362], [0.5247, 2.8005, -0.9897], [-0.7006, 3.8797, -0.3594], [-1.1488, 2.2327, 1.3341]]
}

Record 2
{
  "formula": "C9H11Cl2NO2",
  "method": "ωB97M-V/def2-TZVPD",
  "lumo_ev": -0.3,
  "homo_lumo_gap_ev": 9.02,
  "de_lowest_ev": 0.277,
  "e_tot_ha": -1475.1100,
  "smiles": "C[C@H](N[C@@]1(Cl)C=CC(Cl)=CC1)C(=O)O",
  "e_homo_ev": -9.32,
  "symbols": ["C", "C", "C", "C", "C", "C", "C", "C", "C", "N", "O", "O", "Cl", "Cl", "H", "H", "H", "H", "H", "H", "H", "H", "H", "H", "H"],
  "coordinates": [[2.5137, 0.3620, 1.1682], [1.2863, 0.9451, 0.9465], [2.3388, -0.8472, -0.9364], [3.0993, -0.5240, 0.0817], [-2.1014, -1.0678, -0.7779], [0.9215, -0.5470, -1.1049], [0.5545, 0.7748, -0.3336], [-2.7734, 0.2189, 1.2840], [-1.5639, -0.1677, 0.3728], [-0.8476, 0.9238, -0.1914], [-2.0953, -0.4112, -1.9762], [-2.5801, -2.1644, -0.5186], [4.7589, -1.0671, 0.4372], [1.1858, 2.3416, -1.3468], [3.1835, 0.4803, 2.0236], [0.9554, 1.6895, 1.5362], [2.8463, -1.4309, -1.6443], [0.6470, -0.5571, -2.2611], [0.3881, -1.4349, -0.5243], [-3.0124, 1.2524, 1.1245], [-3.6891, -0.1929, 0.9124], [-2.7076, 0.1006, 2.3308], [-0.8099, -0.8217, 0.8980], [-0.9761, 1.7879, 0.3159], [-1.5225, 0.3573, -1.8164]]
}

Record 3
{
  "formula": "C2H12N2Si2",
  "method": "ωB97M-V/def2-TZVPD",
  "lumo_ev": 0.8,
  "homo_lumo_gap_ev": 10.50,
  "de_lowest_ev": 0.641,
  "e_tot_ha": -771.7729,
  "e_homo_ev": -9.74,
  "symbols": ["C", "C", "N", "N", "Si", "Si", "H", "H", "H", "H", "H", "H", "H", "H", "H", "H", "H", "H"],
  "coordinates": [[1.2410, -0.3539, 1.4729], [1.4782, 1.0613, -0.3768], [0.5504, 0.6998, 0.6662], [-0.8939, -0.1240, 0.0428], [-1.9417, 1.1489, -0.3432], [-0.7872, -1.6662, -0.6234], [0.6080, -0.6615, 2.3446], [1.4234, -1.2628, 0.9316], [2.2409, 0.1431, 1.7975], [2.3400, 1.6306, 0.0005], [1.7848, 0.1899, -0.8704], [1.0068, 1.8363, -1.0144], [-3.2747, 0.6447, -0.7631], [-2.1696, 1.9813, 0.7585], [-1.4065, 2.1788, -1.3319], [-2.3292, -2.0370, -0.1462], [-0.0520, -2.5847, 0.1750], [-0.4730, -1.9146, -2.0280]]
}

Record 4
{
  "formula": "C2H5N3S2",
  "method": "ωB97M-V/def2-TZVPD",
  "lumo_ev": 0.5,
  "homo_lumo_gap_ev": 9.45,
  "de_lowest_ev": 2.672,
  "e_tot_ha": -1039.7852,
  "smiles": "[H]/N=C(/NS)SN=C",
  "e_homo_ev": -8.91,
  "symbols": ["C", "C", "H", "H", "H", "H", "H", "N", "N", "N", "S", "S"],
  "coordinates": [[-0.9120, 1.0680, -0.0246], [2.4329, -0.8784, 0.0538], [-0.9614, -2.2060, 0.1539], [-2.4516, 0.2667, 0.8561], [-0.9824, 2.9261, -0.4069], [2.7606, -1.6562, 0.7757], [3.0764, -0.7559, -0.8457], [-1.5809, -0.0588, 0.4443], [-1.5197, 2.1839, 0.0165], [1.2955, -0.3038, 0.3108], [-1.8173, -1.4527, -0.5607], [0.6599, 0.8672, -0.7731]]
}

Record 5
{
  "formula": "C15H18N2O5S2",
  "method": "ωB97M-V/def2-TZVPD",
  "lumo_ev": 0.4,
  "homo_lumo_gap_ev": 8.68,
  "de_lowest_ev": 0.069,
  "e_tot_ha": -1864.4577,
  "smiles": "CCOc1ccc(NS(=O)(=O)c2ccc(NS(C)(=O)=O)cc2)cc1",
  "e_homo_ev": -8.24,
  "symbols": ["C", "C", "H", "H", "O", "C", "C", "C", "C", "C", "C", "H", "H", "N", "S", "O", "O", "C", "C", "C", "C", "C", "C", "H", "H", "N", "S", "O", "O", "C", "H", "H", "H", "H", "H", "H", "H", "H", "H", "H", "H", "H"],
  "coordinates": [[-5.1866, -3.0622, 0.5357], [-4.1865, -2.7996, -0.5864], [-3.2633, -3.3710, -0.4283], [-4.6168, -3.1031, -1.5450], [-3.9025, -1.4252, -0.7542], [-3.1087, -0.7818, 0.1472], [-2.3844, -1.3841, 1.1713], [-1.5942, -0.6208, 2.0125], [-1.5024, 0.7542, 1.8452], [-2.2212, 1.3590, 0.8174], [-3.0177, 0.6017, -0.0139], [-3.5812, 1.0622, -0.8096], [-2.1622, 2.4289, 0.6789], [-0.7001, 1.5091, 2.7096], [0.8817, 1.0341, 3.0124], [0.8786, -0.2131, 3.7118], [1.5050, 2.1712, 3.6195], [1.5332, 0.7909, 1.3673], [1.5098, -0.4650, 0.7927], [1.9450, -0.6259, -0.5083], [2.4007, 0.4753, -1.2380], [2.4104, 1.7406, -0.6461], [1.9706, 1.8916, 0.6548], [1.9758, 2.8560, 1.1377], [2.7315, 2.5904, -1.2254], [2.8421, 0.3126, -2.5364], [3.8334, 1.3628, -3.3870], [3.2755, 2.6764, -3.3797], [4.0628, 0.7062, -4.6341], [5.3568, 1.3605, -2.4157], [5.1112, 1.6030, -1.3901], [6.0127, 2.1112, -2.8372], [5.8018, 0.3781, -2.4964], [2.8103, -0.6149, -2.9257], [1.9326, -1.6017, -0.9702], [1.1675, -1.3022, 1.3782], [-0.7484, 2.5063, 2.5650], [-1.0418, -1.0850, 2.8130], [-2.4252, -2.4493, 1.3338], [-6.1073, -2.5179, 0.3420], [-5.4082, -4.1246, 0.5882], [-4.7902, -2.7351, 1.4937]]
}

Record 6
{
  "formula": "C8H22FN3O",
  "method": "ωB97M-V/def2-TZVPD",
  "lumo_ev": -0.4,
  "homo_lumo_gap_ev": 4.43,
  "e_tot_ha": -657.2099,
  "e_homo_ev": -4.83,
  "symbols": ["C", "C", "F", "C", "N", "C", "N", "H", "H", "H", "H", "H", "H", "H", "H", "H", "H", "C", "C", "C", "O", "C", "N", "H", "H", "H", "H", "H", "H", "H", "H", "H", "H", "H", "H"],
  "coordinates": [[1.5748, -0.6926, -2.6423], [0.1406, -0.1864, -2.8416], [-0.1688, 0.5572, -1.6066], [-0.9253, -1.2598, -3.0407], [-2.2732, -0.8847, -3.0588], [-2.8784, -0.7137, -1.7995], [-3.1192, 0.7090, -1.3474], [2.3351, -0.0203, -3.0395], [1.7795, -1.6932, -3.0148], [1.6125, -0.7167, -1.5551], [0.0476, 0.5819, -3.6054], [-0.6200, -1.6771, -4.0176], [-0.6663, -2.0535, -2.2876], [-3.8735, -1.1781, -1.7773], [-2.2949, -1.1953, -0.9770], [-2.3735, 0.9981, -0.7249], [-2.9816, 1.2547, -2.1943], [-0.5275, -0.2571, 1.5664], [0.9866, -0.3445, 1.4902], [1.7266, -0.0529, 2.7927], [1.6490, 1.3155, 3.1221], [0.6705, 1.6903, 4.0902], [1.4766, 0.6770, 0.4965], [-0.8594, 0.7673, 1.7446], [-0.9852, -0.6065, 0.6412], [-0.8885, -0.8798, 2.3838], [1.2857, -1.3173, 1.0977], [2.7866, -0.2985, 2.6836], [1.3142, -0.6793, 3.5875], [0.5158, 0.8833, 4.8088], [-0.2842, 1.9411, 3.6254], [1.0557, 2.5631, 4.6119], [0.8664, 0.6763, -0.3603], [2.4341, 0.4987, 0.1970], [1.4617, 1.5939, 0.9512]]
}

Record 7
{
  "formula": "C2H8KN4O2",
  "method": "ωB97M-V/def2-TZVPD",
  "lumo_ev": -3.1,
  "charge": 1,
  "homo_lumo_gap_ev": 10.32,
  "de_lowest_ev": 1.891,
  "e_tot_ha": -1050.3055,
  "e_homo_ev": -13.46,
  "symbols": ["K", "C", "O", "N", "N", "H", "H", "H", "H", "C", "O", "N", "N", "H", "H", "H", "H"],
  "coordinates": [[2.1089, -2.6371, 0.7878], [1.0014, 0.2099, -1.7452], [1.8106, -0.5307, -1.1511], [1.1640, 0.6295, -2.9970], [0.0125, 0.8562, -1.2485], [1.8834, 0.1327, -3.5026], [0.2771, 0.7463, -3.4659], [-0.3032, 0.8106, -0.2902], [-0.5280, 1.3463, -1.9469], [-0.7599, -0.6360, 2.1125], [-0.0273, -1.5822, 2.2791], [-1.6180, -0.4971, 1.2025], [-0.5132, 0.4516, 2.6857], [-1.5339, -1.2727, 0.5610], [-2.2833, 0.2572, 1.1107], [0.4749, 0.4940, 2.8903], [-1.1661, 1.2215, 2.7175]]
}

Record 8
{
  "formula": "C13H23AgBF5N6O3STe",
  "method": "ωB97M-V/def2-TZVPD",
  "lumo_ev": 4.4,
  "charge": -2,
  "homo_lumo_gap_ev": 6.18,
  "de_lowest_ev": 0.000,
  "e_tot_ha": -2401.0032,
  "e_homo_ev": -1.79,
  "symbols": ["Ag", "S", "C", "C", "C", "C", "C", "N", "H", "H", "H", "H", "N", "C", "N", "O", "H", "H", "H", "H", "C", "N", "C", "C", "C", "N", "C", "C", "O", "H", "H", "H", "H", "H", "H", "H", "H", "H", "H", "H", "H", "F", "Te", "F", "F", "F", "F", "O", "B", "C", "N", "H", "H", "H"],
  "coordinates": [[0.2284, -0.5172, -0.3953], [1.9180, -2.2386, -1.5368], [2.9603, -0.8705, -1.4140], [4.3665, -0.9671, -1.4943], [5.1422, 0.1509, -1.3014], [4.5346, 1.3811, -1.0408], [3.1504, 1.4034, -1.0027], [2.3893, 0.3333, -1.1902], [4.8131, -1.9358, -1.6721], [6.2241, 0.0698, -1.3405], [5.1098, 2.2819, -0.8708], [2.6132, 2.3261, -0.8042], [-2.8838, -0.3213, -2.7407], [-2.2190, 0.6514, -2.0141], [-2.8905, 1.1229, -0.9096], [-1.1441, 1.1017, -2.3771], [-3.4910, -0.9224, -2.2012], [-2.2323, -0.8422, -3.3085], [-3.4913, 0.4479, -0.4583], [-2.2528, 1.5620, -0.2562], [0.0054, -1.9077, 2.7170], [0.7583, -0.9092, 3.4542], [0.0069, -0.2245, 4.4859], [0.9320, 0.6085, 5.3472], [1.7224, 1.5299, 4.4451], [2.4289, 0.7551, 3.4396], [3.3326, 1.5324, 2.6147], [1.8294, -0.3318, 2.8178], [2.2592, -0.7638, 1.7596], [-0.3206, -2.6963, 3.4003], [0.6305, -2.3339, 1.9370], [-0.8747, -1.4628, 2.2484], [-0.5037, -0.9840, 5.0863], [-0.7697, 0.4122, 4.0399], [1.6122, -0.0484, 5.8983], [0.3534, 1.1921, 6.0660], [2.4662, 2.0952, 5.0169], [1.0514, 2.2568, 3.9761], [4.0723, 2.0165, 3.2587], [2.7943, 2.3041, 2.0527], [3.8306, 0.8758, 1.9081], [-3.4850, -2.1431, 2.0502], [-3.2606, -2.7653, 0.2852], [-2.4657, -4.3373, 0.9558], [-4.4471, -1.3768, -0.2720], [-3.5068, -3.5373, -1.4254], [-4.8701, -3.6766, 0.6509], [-1.7556, -1.9015, -0.0962], [-1.0911, 3.1279, 2.9860], [-0.7036, 1.9838, 1.9457], [-0.4136, 1.1685, 1.1776], [-0.0976, 3.8066, 3.1880], [-1.4773, 2.6094, 4.0194], [-1.9831, 3.7960, 2.4962]]
}

Record 9
{
  "formula": "C4H5O5P",
  "method": "ωB97M-V/def2-TZVPD",
  "lumo_ev": 5.9,
  "charge": -2,
  "homo_lumo_gap_ev": 5.55,
  "de_lowest_ev": 0.935,
  "e_tot_ha": -872.9482,
  "smiles": "C[C@H]1O[C@@H]1C(=O)P(=O)([O-])[O-]",
  "e_homo_ev": 0.39,
  "symbols": ["C", "C", "C", "C", "O", "O", "O", "O", "O", "P", "H", "H", "H", "H", "H"],
  "coordinates": [[1.6326, 0.8747, 0.3274], [-0.1733, 0.6339, 0.6913], [-1.1292, 0.5269, -0.3831], [-2.3773, -0.3770, -0.2831], [3.0725, -1.0719, 1.4561], [3.6524, -0.2848, -0.9380], [1.9475, 2.0348, 0.1988], [1.5414, -1.6590, -0.5079], [-1.0547, 1.6399, 0.3984], [2.5748, -0.7333, 0.0290], [-0.4521, 0.0001, 1.5206], [-1.0038, 0.6678, -1.4907], [-2.0835, -1.3883, -0.6890], [-3.2090, -0.2283, -1.0576], [-2.9383, -0.6354, 0.7277]]
}

Record 10
{
  "formula": "C31H47NO2P2RuS2",
  "method": "ωB97M-V/def2-TZVPD",
  "multiplicity": 5,
  "lumo_ev": [-6.9, -7.7],
  "charge": 2,
  "s_squared": 6.069,
  "homo_lumo_gap_ev": [5.51, 6.25],
  "de_lowest_ev": 2.703,
  "e_tot_ha": -2987.8385,
  "e_homo_ev": [-12.45, -13.93],
  "symbols": ["Ru", "C", "C", "C", "C", "C", "C", "H", "H", "H", "C", "H", "H", "H", "C", "H", "H", "H", "C", "H", "H", "H", "C", "H", "H", "H", "C", "C", "C", "C", "C", "C", "C", "C", "H", "H", "H", "H", "H", "H", "H", "H", "H", "H", "H", "H", "P", "P", "C", "C", "H", "H", "H", "H", "C", "H", "H", "H", "C", "H", "H", "H", "C", "H", "H", "H", "C", "H", "H", "H", "O", "S", "O", "N", "C", "S", "C", "C", "C", "C", "C", "C", "H", "H", "H", "H"],
  "coordinates": [[0.5345, 0.0362, 0.1707], [1.6629, -0.9604, 1.7592], [1.5152, 0.3526, 2.4486], [-0.1295, -1.0643, 3.2527], [0.6344, -1.8164, 2.3589], [0.3962, 0.2580, 3.3070], [2.9758, -1.5064, 1.2964], [3.6776, -0.7060, 1.0388], [2.8369, -2.1519, 0.4225], [3.4185, -2.1160, 2.0998], [0.5744, -3.2913, 2.2001], [1.0349, -3.5809, 1.2501], [-0.4649, -3.6327, 2.1601], [1.0730, -3.8401, 3.0182], [-1.2410, -1.5532, 4.1055], [-0.9975, -1.4663, 5.1737], [-1.4683, -2.5992, 3.8840], [-2.1637, -0.9907, 3.9257], [-0.0627, 1.2928, 4.2662], [0.1253, 0.9385, 5.2912], [-1.1414, 1.4980, 4.1871], [0.4814, 2.2356, 4.1272], [2.5701, 1.3989, 2.5662], [3.0038, 1.3409, 3.5755], [2.1620, 2.4071, 2.4202], [3.3705, 1.2459, 1.8387], [1.3730, 1.3610, -4.2818], [2.5924, 1.4285, -3.6617], [3.3901, 2.7037, -3.6802], [2.5887, 3.9444, -3.1864], [1.4799, 3.6594, -2.2042], [0.1909, 3.5081, -2.5848], [-0.2045, 3.4516, -4.0537], [0.7015, 2.5330, -4.9574], [3.7831, 2.9117, -4.6915], [2.2048, 4.4671, -4.0735], [4.2843, 2.5836, -3.0593], [1.4124, 3.1754, -5.4949], [0.9522, 0.3790, -4.5565], [3.1922, 0.5256, -3.4874], [0.0644, 2.1191, -5.7558], [-1.2373, 3.0883, -4.1476], [-0.6196, 3.6013, -1.8625], [-0.2232, 4.4621, -4.4955], [3.2957, 4.6485, -2.7221], [1.7332, 3.8412, -1.1594], [1.2016, 0.1284, -2.0122], [-1.2053, 1.4816, 0.2315], [-0.5711, 0.6875, -2.4540], [-1.7153, 1.1539, -1.5148], [-0.9577, 0.0120, -3.2262], [-0.3024, 1.5781, -3.0059], [-2.1365, 2.1183, -1.8588], [-2.5135, 0.3957, -1.4989], [-2.6370, 1.3421, 1.2895], [-2.3183, 1.3554, 2.3415], [-3.1130, 0.3475, 1.0864], [-3.3445, 2.1609, 1.0743], [-0.4156, 3.0791, 0.6123], [-1.0225, 3.9069, 0.2226], [0.5944, 3.1010, 0.1834], [-0.3269, 3.1422, 1.7063], [1.7494, -1.4500, -2.7535], [2.3079, -2.0175, -1.9929], [2.3948, -1.3218, -3.6301], [0.8781, -2.0470, -3.0659], [2.5730, 1.0383, -1.0938], [2.4116, 1.1311, -0.0118], [2.6626, 2.0622, -1.4289], [3.5316, 0.5163, -1.2132], [-5.7538, -1.8747, 1.3702], [-4.4658, -2.0432, 1.9934], [-4.2816, -1.5921, 3.3550], [-3.2395, -1.4175, 1.0378], [-2.3623, -2.3046, 0.6019], [-1.0093, -1.8223, -0.3549], [-2.7368, -3.6889, 0.9443], [-2.1319, -4.9236, 0.6564], [-2.5988, -6.0905, 1.2697], [-3.6803, -6.0479, 2.1613], [-4.3312, -4.8283, 2.4144], [-3.8544, -3.6801, 1.7851], [-1.2948, -4.9411, -0.0460], [-2.1135, -7.0503, 1.0615], [-4.0213, -6.9571, 2.6526], [-5.1829, -4.7616, 3.0825]]
}

Record 11
{
  "formula": "C5H6N",
  "method": "ωB97M-V/def2-TZVPD",
  "lumo_ev": -7.5,
  "charge": 1,
  "homo_lumo_gap_ev": 8.64,
  "de_lowest_ev": 7.915,
  "e_tot_ha": -248.3248,
  "e_homo_ev": -16.17,
  "symbols": ["C", "C", "C", "C", "C", "N", "H", "H", "H", "H", "H", "H"],
  "coordinates": [[-0.1807, 0.8084, -1.1651], [-0.1511, -0.7999, -1.1409], [-1.2875, -0.1635, -1.7806], [-0.6375, -0.3024, 0.2050], [0.0909, 0.2694, 1.4405], [-1.5216, 0.6391, -0.6224], [0.5301, -1.6106, -1.4065], [-1.7861, -0.0944, -2.7190], [-1.3315, -0.9912, 0.6417], [1.1993, 0.3494, 1.2824], [-0.0418, -0.5331, 2.2020], [-0.3274, 1.2851, 1.7710]]
}